1.
DFT (ωB97M-V/def2-TZVPD) results for C15H32IN5O10S as an isolated structure in a non-equilibrium geometry.

```
! wB97M-V def2-TZVPD RIJCOSX def2/J DEFGRID3
* xyz 0 1
O 1.96931 9.15648 -3.74895
N 0.87005 9.00608 -3.42740
O 0.42828 7.64262 -3.65739
C 0.08193 7.03766 -2.43106
C 0.90087 5.74849 -2.21566
I 1.49945 5.44337 -0.17110
C 0.39432 4.49058 -2.88139
O 1.56581 3.64443 -2.84009
S 2.71146 4.54006 -3.47552
O 3.98108 4.38167 -2.91601
O 2.56754 4.49714 -4.87093
O 2.15060 5.94672 -2.90833
H 0.28211 7.70383 -1.60050
H -0.97666 6.78838 -2.42024
H 0.18487 4.74736 -3.91571
H -0.38903 3.95335 -2.36044
C 4.42851 1.24928 -3.73210
C 4.20269 -0.22549 -3.96183
O 3.46148 -0.88835 -3.25490
N 4.86344 -0.80428 -5.00160
C 5.77640 -0.18158 -5.94179
H 3.84085 1.56451 -2.87636
H 5.47918 1.45032 -3.52230
H 4.11208 1.82234 -4.60503
H 4.67099 -1.78820 -5.10165
H 5.39362 -0.29130 -6.95793
H 6.75300 -0.66588 -5.88608
H 5.89641 0.87393 -5.72586
C -0.51172 0.63578 -0.86533
C -1.20839 1.83392 -0.26923
O -1.60660 2.76820 -0.96124
N -1.38480 1.85349 1.06956
C -0.98372 0.84493 2.04043
H -0.44705 0.76850 -1.94067
H 0.49754 0.53888 -0.46529
H -1.07193 -0.27590 -0.65720
H -1.85447 2.68147 1.40080
H -1.86369 0.48313 2.56846
H -0.29952 1.29460 2.76358
H -0.49568 0.00586 1.56671
C 0.42205 -2.53897 4.53593
C -0.92131 -2.44530 3.85446
O -1.04612 -1.99039 2.72556
N -2.00323 -2.88776 4.54044
C -2.05763 -3.45714 5.87941
H 1.17982 -2.14962 3.86359
H 0.42939 -1.94920 5.45312
H 0.66063 -3.57650 4.77046
H -2.86361 -2.79745 4.02404
H -2.47322 -4.46443 5.82271
H -2.70680 -2.84033 6.50478
H -1.07232 -3.50248 6.32802
C -3.76770 -7.65792 2.92499
C -3.73972 -6.56083 3.96083
O -3.02347 -6.62180 4.94750
N -4.55035 -5.48721 3.75739
C -5.45785 -5.24211 2.65015
H -3.07441 -8.43574 3.22708
H -4.76662 -8.08839 2.84819
H -3.46210 -7.27410 1.95121
H -4.49099 -4.79536 4.48698
H -5.17812 -4.31953 2.13906
H -6.47719 -5.13587 3.02428
H -5.42971 -6.05794 1.93738
*
```

Properties
Orbital gap (eV): 8.976
Max |F| (eV/A): 1.768



2.
DFT (ωB97M-V/def2-TZVPD) results for C15H32N4OPS3Y as an isolated structure in a non-equilibrium geometry.

```
! wB97M-V def2-TZVPD RIJCOSX def2/J DEFGRID3
* xyz 4 1
Y -1.20233 -0.16665 -0.38368
C -0.40635 -3.99655 -1.01701
C -1.72701 -3.89470 -0.26343
S -2.92248 -2.52389 -0.56268
C -3.34683 -2.58640 -2.34732
C -2.28904 -2.26099 -3.38871
S -1.47397 -0.61063 -3.24261
C 0.28195 -1.03157 -3.61059
C 0.89349 -2.26987 -2.96693
S 0.67866 -2.50049 -1.14823
H -0.53894 -4.38607 -2.02449
H 0.20315 -4.72443 -0.47198
H -1.55418 -3.82768 0.81281
H -2.27738 -4.81904 -0.45966
H -4.19959 -1.91061 -2.43573
H -3.70275 -3.60362 -2.53393
H -2.79598 -2.25944 -4.35711
H -1.50383 -3.00841 -3.42159
H 0.82229 -0.11683 -3.34677
H 0.33861 -1.15538 -4.69564
H 1.97513 -2.22054 -3.11782
H 0.56211 -3.19096 -3.44396
C -4.82037 4.39649 -1.13181
N -3.65821 3.61446 -0.76714
C -2.56505 4.24040 -0.05373
C -3.56483 2.35511 -1.09098
O -2.53685 1.63689 -0.85493
H -4.66864 5.43549 -0.84908
H -5.71910 4.02929 -0.63006
H -4.99802 4.35728 -2.20846
H -2.78695 5.28685 0.14270
H -1.64916 4.17513 -0.64688
H -2.40159 3.72356 0.89587
H -4.42750 1.92389 -1.61060
C 4.15728 -0.52362 2.10319
N 4.02126 0.93649 1.66032
C 3.87753 1.78941 2.91861
N 2.77965 1.31895 3.67624
C 2.97898 -0.05286 4.11057
N 3.06911 -0.89309 2.92726
C 1.81725 -1.04058 2.24095
P 1.22521 0.61388 1.55894
C 2.86271 1.12268 0.75677
C 1.48515 1.61068 3.15694
H 5.09740 -0.62492 2.65251
H 4.20276 -1.15594 1.21217
H 4.87937 1.21541 1.16740
H 3.74720 2.83690 2.63239
H 4.80149 1.70064 3.49799
H 2.15703 -0.37948 4.74849
H 3.90120 -0.13006 4.68979
H 1.07001 -1.42595 2.94369
H 1.92711 -1.76605 1.42629
H 2.79527 2.18075 0.47309
H 3.02180 0.53709 -0.15605
H 0.71821 1.33838 3.88812
H 1.38856 2.68123 2.94648
*
```

Properties
Orbital gap (eV): 7.089
Max |F| (eV/A): 2.680



3.
DFT (ωB97M-V/def2-TZVPD) results for C15H32NO3P2Yb as an isolated structure in a non-equilibrium geometry.

```
! wB97M-V def2-TZVPD RIJCOSX def2/J DEFGRID3
* xyz 2 2
Yb 0.22508 0.32870 0.18503
P 2.34162 -1.26428 0.31757
C 2.49176 -1.65454 -1.48533
C 1.14803 -1.92680 -2.20391
N 0.01007 -1.38032 -1.71265
C -1.17445 -1.58082 -2.33930
C -1.23789 -2.35585 -3.49040
C -0.08348 -2.93499 -4.03002
C 1.11851 -2.70348 -3.35559
C -2.46848 -0.96136 -1.75924
P -2.23503 0.55550 -0.73275
H 2.07091 -3.09629 -3.71011
H -2.22280 -2.49437 -3.93615
H -0.12235 -3.54048 -4.93657
H -3.18714 -0.67969 -2.55618
H -2.93747 -1.68078 -1.05261
H 2.97210 -0.74222 -1.91848
H 3.16439 -2.53785 -1.54724
H 1.84473 3.75324 -2.32640
O 2.60557 3.45075 -2.87031
H 2.45490 3.86668 -3.75245
H -1.39052 4.72195 -0.20934
O -1.04770 5.46834 -0.75768
H -1.48200 6.25859 -0.38949
C -2.32601 1.91393 -1.92111
H -3.29560 1.92300 -2.44936
H -2.14121 2.87626 -1.40835
H -1.48881 1.80597 -2.63567
C -3.66855 0.71135 0.33918
H -3.53221 1.60746 0.96876
H -4.61503 0.77051 -0.21950
H -3.68486 -0.13803 1.04187
C 2.33373 -2.87977 1.13668
H 3.24134 -3.47513 0.92096
H 2.21850 -2.72048 2.22734
H 1.42427 -3.42624 0.82034
C 3.89584 -0.47314 0.77493
H 3.84183 -0.18712 1.83694
H 4.79071 -1.08740 0.59273
H 3.96644 0.48174 0.23041
C -1.26333 1.41034 3.78538
C -0.16892 0.57080 3.12985
C 1.08857 0.44181 3.99260
C -0.72561 -0.85171 2.80299
O 0.22372 1.34551 2.01927
H -1.58145 0.99096 4.74835
H -2.12543 1.50693 3.10670
H -0.85135 2.41713 3.91234
H 0.86956 -0.01904 4.96709
H 1.86950 -0.14105 3.47190
H 1.48901 1.45433 4.12108
H -1.63615 -0.82231 2.16742
H 0.02704 -1.53116 2.34386
H -1.03393 -1.34504 3.74459
*
```

Properties
⟨S²⟩: 0.751
Orbital gap (spin up / spin down) (eV): 8.583 / 8.230
Max |F| (eV/A): 3.659



4.
DFT (ωB97M-V/def2-TZVPD) results for C15H32NO9S2 as an isolated structure in a non-equilibrium geometry.

```
! wB97M-V def2-TZVPD RIJCOSX def2/J DEFGRID3
* xyz -1 1
O 0.62424 0.08896 1.07371
S 0.03788 0.73012 -0.14901
O 1.09224 0.74560 -1.20698
C -0.35397 2.44022 0.37472
C -0.62893 3.40627 -0.80173
O 0.33911 4.44815 -0.84260
N -1.32677 -0.17401 -0.53023
S -2.11609 0.36176 -1.90951
O -1.25919 0.89283 -2.99968
O -2.90101 -0.80776 -2.42458
C -3.42783 1.59441 -1.48868
C -4.57351 0.81008 -0.74681
C -5.34667 1.74326 0.23674
C -4.82836 1.65873 1.70624
O -3.39004 1.58220 1.67865
H 0.56750 2.80260 0.86436
H -1.12295 2.47033 1.15840
H -0.66944 2.91603 -1.78720
H -1.61482 3.88502 -0.60575
H 0.26290 4.93178 -1.65730
H -3.84197 1.99692 -2.42125
H -3.07204 2.35898 -0.78893
H -5.24324 0.33694 -1.47890
H -4.06986 -0.01856 -0.22325
H -5.31575 2.78147 -0.14610
H -6.42538 1.48845 0.27179
H -5.07779 2.62145 2.18872
H -5.20405 0.78984 2.25332
H -3.12702 2.47491 1.47529
C 4.68796 6.74948 -1.56411
C 3.80170 5.69837 -2.18172
O 2.74123 5.98704 -2.68415
C 4.28748 4.27432 -2.14671
H 4.21338 7.72501 -1.66021
H 4.83798 6.53357 -0.50512
H 5.65063 6.77363 -2.07780
H 4.41975 3.95143 -1.11298
H 5.23305 4.19006 -2.68628
H 3.55139 3.62882 -2.62238
C -1.21031 -4.52991 2.85556
C 0.01026 -3.87701 3.44993
O 0.25434 -3.96531 4.63681
C 0.90105 -3.11943 2.51014
H -1.76565 -5.04325 3.64077
H -1.85374 -3.77287 2.40445
H -0.90949 -5.25829 2.10072
H 0.34564 -2.30030 2.04531
H 1.28624 -3.79203 1.74452
H 1.73934 -2.70140 3.06544
C 2.44382 -6.48122 -1.15143
C 2.66972 -6.46226 0.33730
O 2.06478 -5.70095 1.05386
C 3.68014 -7.42931 0.89814
H 1.69435 -5.73606 -1.41266
H 3.37286 -6.24308 -1.67212
H 2.08634 -7.46495 -1.46142
H 4.66307 -7.23252 0.46671
H 3.37674 -8.45433 0.67780
H 3.73879 -7.30427 1.97820
*
```

Properties
Orbital gap (eV): 8.350
Max |F| (eV/A): 4.454